Density functional theory data (ωB97M-V/def2-TZVPD) for 2 unconnected molecules or ions with the total composition C13H30BN2O5.

The geometry in ORCA input format:
```
! wB97M-V def2-TZVPD RIJCOSX def2/J DEFGRID3
* xyz 1 1
C 7.222 -1.878 -1.420
C 6.446 -0.654 -1.852
O 5.344 -0.456 -0.951
B 4.353 0.431 -1.274
O 4.624 1.747 -1.576
C 2.854 -0.077 -1.331
C 2.249 -0.415 -2.714
C 0.769 -0.082 -2.555
O 0.133 -1.229 -2.013
C -1.191 -1.059 -1.551
C -2.257 -1.782 -2.376
N 0.811 1.040 -1.630
C 1.834 0.845 -0.715
O 1.830 1.324 0.401
H 6.727 -2.798 -1.731
H 8.230 -1.858 -1.833
H 7.297 -1.890 -0.333
H 6.059 -0.780 -2.868
H 7.082 0.235 -1.855
H 5.182 2.189 -0.930
H 2.829 -0.978 -0.708
H 2.674 0.196 -3.512
H 2.376 -1.466 -2.963
H 0.293 0.217 -3.493
H -1.445 0.006 -1.506
H -1.206 -1.423 -0.519
H -3.101 -1.118 -2.565
H -1.879 -2.160 -3.325
H -2.642 -2.640 -1.825
H -0.045 1.340 -1.189
C -2.971 -0.779 2.541
N -3.165 0.641 2.986
C -1.930 1.068 3.722
C -4.335 0.720 3.907
C -3.330 1.590 1.821
C -4.564 1.438 0.958
O -4.559 0.156 0.361
H -2.601 -1.345 3.393
H -3.915 -1.181 2.196
H -2.243 -0.797 1.734
H -1.792 0.412 4.577
H -2.053 2.095 4.056
H -1.077 0.991 3.052
H -5.221 0.362 3.391
H -4.470 1.752 4.222
H -4.137 0.090 4.771
H -2.431 1.470 1.216
H -3.332 2.593 2.247
H -4.477 2.229 0.206
H -5.486 1.622 1.516
H -5.361 0.045 -0.161
*
```

Calculated values
LUMO   -2.5738 eV

Here are the Mulliken charges for atoms 1 to 4, given in e: atom 1 (C): -1.161, atom 2 (C): -0.151, atom 3 (O): -0.513, atom 4 (B): 0.470